(1)
Computed, not measured: an isolated ion of composition C18H20ClF2Si and charge +1 at a distorted geometry, with ωB97M-V with the def2-TZVPD basis set.

Geometry (Å):
C1 -0.448 -1.309 1.882
Si1 1.219 -0.898 1.219
C2 2.573 -1.287 2.382
Cl1 1.468 -2.063 -0.538
C3 1.407 0.869 0.418
C4 1.279 1.945 1.370
C5 2.158 2.741 2.072
H1 -0.669 -0.754 2.791
H2 -1.230 -1.109 1.152
H3 -0.488 -2.371 2.120
H4 2.513 -0.689 3.283
H5 2.507 -2.326 2.688
H6 3.549 -1.129 1.936
H7 2.349 0.858 -0.179
H8 0.525 0.892 -0.258
H9 0.248 2.137 1.615
H10 2.377 3.817 1.582
H11 2.979 2.424 2.724
F1 1.935 -0.860 5.484
C6 1.126 0.235 5.334
C7 -0.219 0.126 5.722
C8 -1.094 1.107 5.260
C9 -0.631 2.235 4.601
C10 0.733 2.390 4.319
C11 1.350 3.524 3.553
C12 2.459 4.338 4.142
C13 2.734 5.575 3.539
C14 3.905 6.270 3.809
C15 4.817 5.859 4.795
C16 4.464 4.689 5.495
F2 5.406 4.203 6.401
C17 3.287 3.978 5.252
C18 1.635 1.373 4.726
H12 -0.526 -0.787 6.229
H13 -2.143 1.018 5.523
H14 -1.331 3.036 4.356
H15 0.560 4.193 3.110
H16 1.960 6.030 2.922
H17 4.087 7.193 3.307
H18 5.767 6.337 4.941
H19 3.047 3.143 5.952
H20 2.692 1.470 4.525

Calculated values
2S+1: 1
HOMO-LUMO gap (eV): 6.262
HOMO (eV): -12.19
E_tot (eV): -44818.207
LUMO energy (eV): -5.9
Net charge: +1

(2)
Computed, not measured: HIP2S as an isolated structure at a distorted geometry, with ωB97M-V with the def2-TZVPD basis set.

Geometry (Å):
P1 -1.563 -0.555 0.328
P2 0.719 -0.114 0.529
S1 -2.182 1.266 0.598
I1 1.917 -1.762 -0.779
H1 1.109 1.165 -0.676

Calculated values
Relative energy (zero: lowest compared OMol25 entry of this formula, charge and spin) (kcal/mol): 38.9
2S+1: 1
HOMO-LUMO gap (eV): 6.520
HOMO (eV): -8.57
E_tot (eV): -37528.525
LUMO energy (eV): -2.0
Net charge: 0

(3)
Computed, not measured: one molecule with the formula ClH2NP2 at a distorted geometry, with ωB97M-V with the def2-TZVPD basis set.

Geometry (Å):
N1 -1.626 0.210 0.343
P1 -0.453 1.103 -0.021
P2 0.993 -0.639 0.342
Cl1 2.840 -0.094 -0.432
H1 -2.497 0.828 0.570
H2 0.743 -1.408 -0.801

Calculated values
Relative energy (zero: lowest compared OMol25 entry of this formula, charge and spin) (kcal/mol): 14.5
2S+1: 1
HOMO-LUMO gap (eV): 8.168
HOMO (eV): -8.89
SMILES: N=P#[PH]Cl
E_tot (eV): -32621.692
LUMO energy (eV): -0.7
Net charge: 0

> Which formula does entry 1 have?

C18H20ClF2Si

> What is the E_tot in the first record?

-44818.207 eV